Below is the ion C11H21N4 with charge +1, with properties calculated with ωB97M-V with the def2-TZVPD basis set.

```
36
Properties=species:S:1:pos:R:3:nbo_charge:R:1
H -1.32046 -1.72642 1.40956 0.24
H 2.99218 -1.69515 -0.45231 0.24
C -2.61768 2.11691 0.27056 -0.61
C -0.31983 0.25940 -1.81943 -0.02
C 1.57529 0.34379 0.51042 0.21
H 2.85171 1.10859 1.96240 0.24
H 3.46614 -0.26334 0.98048 0.23
C -1.20611 0.06261 0.37759 0.34
H 1.72769 -2.91867 -0.37054 0.22
C 1.94419 -1.86793 -0.66775 -0.43
N 2.04358 1.17753 -0.63328 -0.15
H -3.64691 2.27507 -0.11603 0.24
N 3.07953 1.74918 -0.69100 -0.24
H -1.00133 -2.78717 -0.46005 0.25
H -3.08570 0.22558 -0.74093 0.23
H 2.11640 -0.53638 2.24023 0.25
H -1.34781 -0.41309 2.51110 0.24
H -2.50380 1.99664 1.38758 0.23
H -0.17268 -2.47024 -1.98302 0.24
H 0.16478 0.60787 2.12130 0.22
C -1.36639 1.05761 -1.72767 -0.17
H 1.90922 -1.76317 -1.69739 0.20
H -1.78065 -1.90377 -1.55818 0.24
H -1.89756 2.84252 -0.13560 0.22
C -2.16535 0.87768 -0.53445 -0.31
C -1.70388 -0.73451 1.53991 -0.69
H 3.64709 1.81890 0.10541 0.29
H 0.46109 0.12864 -2.53699 0.25
C -0.79299 -2.00750 -1.17929 -0.44
N 1.01639 -0.88962 -0.08237 -0.31
H -0.04661 1.94429 0.99852 0.24
C 2.62356 0.13239 1.51804 -0.66
C 0.14903 0.80643 1.07856 -0.43
N -0.23609 -0.70026 -0.71496 -0.12
H -1.80333 1.72269 -2.40605 0.25
H -2.75271 -0.57710 1.49564 0.23
```

Values from the calculation:
- Total charge: +1
- SMILES string: [H]/N=N\[C@@]1(C)C[C@@]2(C)[C@@H](C)C=C[N@@+]2(C)N1C
- E: -650.3243 hartree
- Lowest unoccupied orbital energy: -2.4 eV
- HOMO energy: -11.8165 eV

Below is a cluster of 2 separate species, C8H23N3OP in total, with properties calculated with ωB97M-V with the def2-TZVPD basis set.

```
36
Properties=species:S:1:pos:R:3:nbo_charge:R:1
H 1.76234 2.39223 -1.12972 0.22
N -0.10491 0.43254 -0.64917 -0.94
H -1.72614 3.64612 -0.81594 0.23
H -2.21785 1.73803 -1.94101 0.21
C -1.51615 -2.51776 1.82531 0.69
H 1.15708 -0.98722 0.85807 0.03
C -0.82404 3.23204 -1.25219 -0.62
H -0.32767 4.01823 -1.81372 0.22
H 4.21872 2.14740 -2.53442 0.24
H 3.62712 0.49251 -2.42673 0.21
C -1.20708 2.06448 -2.17151 -0.41
H -1.22402 2.40676 -3.20229 0.23
N -1.05412 -3.35443 2.77221 -0.59
C 3.33887 1.53733 -2.36044 -0.65
H 0.63415 0.95776 -2.60289 0.19
H -3.61783 -2.48310 2.26607 0.25
H 3.37220 2.64673 -0.52011 0.23
O -0.90005 -2.37641 0.76483 -0.72
P 1.34432 -0.27476 -0.32259 1.53
H -0.19718 -3.82169 2.51776 0.40
N 2.56510 0.80190 -0.03626 -0.92
H 3.44048 0.30818 0.11655 0.42
H -0.78684 -0.30270 -0.43494 0.45
H -2.69392 -1.14762 2.98827 0.24
H 1.69632 -1.24633 -1.27897 -0.04
H -3.04229 -1.15495 1.25373 0.24
H -2.55283 -3.09683 4.22529 0.22
C -1.63716 -3.65535 4.07113 -0.42
H 2.65909 1.78567 -3.16947 0.22
C -0.31098 0.83078 -2.08202 -0.23
H -0.82838 0.02156 -2.59106 0.22
H -0.18298 2.93788 -0.42862 0.21
C -2.80030 -1.78065 2.10725 -0.72
C 2.72700 1.91991 -0.99896 -0.24
H -0.93081 -3.39826 4.86011 0.21
H -1.85927 -4.72001 4.13646 0.21
```

Values from the calculation:
- Total charge: +1
- E: -899.2566 hartree
- Lowest unoccupied orbital energy: -2.3 eV
- HOMO energy: -12.6673 eV

Below is a cluster of 13 separate species, C24H32BCl36F8NO in total, with properties calculated with ωB97M-V with the def2-TZVPD basis set.

```
103
Properties=species:S:1:pos:R:3:lowdin_charge:R:1
H -3.66211 -5.04098 -2.35625 0.13
C -6.31367 -0.52289 -2.21505 -0.18
C -4.04200 -1.67373 -1.34684 -0.23
H 4.94441 4.59064 -1.51120 -0.06
H 0.10915 -2.98386 -3.40175 0.13
Cl 4.77833 2.69866 -5.14444 0.53
F -5.14892 -3.29235 -2.91582 0.06
Cl 9.86565 5.69041 2.91955 0.49
Cl 7.23698 7.55420 3.17724 0.47
C 6.31094 3.19824 -4.41684 -1.54
Cl -9.38323 -3.43487 4.25399 0.48
H 2.34447 -1.30555 -3.60525 0.11
F -3.33526 -0.55495 -1.83801 0.09
H 11.91004 4.71415 3.53895 0.02
H 2.55420 -4.34145 -1.05924 0.11
C 1.23954 0.45066 -0.61282 -0.26
H 11.30693 1.24863 -5.21353 0.02
H 0.73814 2.12185 0.50029 0.00
C 1.32950 3.40972 3.73001 -1.52
Cl 6.59394 2.51429 3.74361 0.52
C 3.96021 5.01140 -1.31612 -1.52
C -3.11395 -4.14068 -1.91200 -0.12
H -13.03968 -4.25275 5.92850 0.02
Cl -2.70531 -0.85841 3.55959 0.53
C -2.22693 -6.16612 -5.84344 -1.51
H -8.47401 -4.75554 2.53816 0.02
Cl -2.83950 -6.16624 -7.50366 0.52
F -3.23481 -2.29882 -3.52739 0.03
H -6.59755 0.53523 -1.90019 0.19
Cl -5.19438 -1.71059 4.79653 0.50
C -4.46941 -0.80927 3.46005 -1.55
B 1.56121 -2.36628 -1.80149 -0.29
Cl 1.27091 4.36970 2.24586 0.52
H 3.38383 -2.80225 -0.58513 0.09
H 4.94001 7.84036 2.77559 0.01
H -0.11493 -4.48295 -1.07183 0.13
H -7.57583 -0.46150 1.20190 -0.04
H -4.77009 -1.28152 2.52698 -0.03
Cl 5.03034 2.43180 1.29195 0.50
C 1.57159 0.23111 -2.15136 -0.20
F -3.43820 -1.95633 -0.10292 0.07
F -5.46859 -0.29336 0.02663 0.04
F -5.65889 -0.54986 -3.43931 0.07
Cl -11.54008 -2.45247 6.09553 0.49
H 0.38447 -0.19822 -0.22434 0.11
Cl -7.16169 -5.30240 4.40932 0.54
H -1.14089 -6.18579 -5.88055 0.02
C 2.34507 -3.27124 -0.71337 -0.18
C 10.86693 4.49097 3.74696 -1.53
Cl 3.82288 6.53954 -2.19583 0.54
Cl 6.58952 4.92516 -4.67693 0.53
H 7.36791 2.35847 1.53057 0.01
H -1.27591 -3.15559 -0.62980 0.12
C -8.05348 -4.18808 3.36426 -1.48
C -12.62277 -3.68517 6.75636 -1.53
C 2.37643 -1.10632 -2.47709 -0.14
Cl -8.13343 1.81068 1.41984 0.53
C 0.04594 -2.59560 -2.32253 -0.08
C -5.53725 -1.24369 -1.02922 -0.24
C -0.80082 -3.68003 -1.51323 -0.19
Cl 5.33787 9.17645 4.66664 0.53
H 0.87089 3.98593 4.52938 0.02
H 7.11500 2.64512 -4.89665 -0.09
Cl 8.97153 1.29605 -5.46961 0.57
Cl -2.77941 -7.60719 -4.97705 0.52
C 1.68038 -3.22379 0.77119 -0.11
N 0.73126 1.86953 -0.49125 -0.04
O -1.76938 -4.24001 -2.45135 -0.25
Cl 0.41859 1.90844 3.52619 0.53
Cl 10.61859 4.57255 5.49573 0.53
Cl 5.90054 9.78817 1.87983 0.52
H 3.46361 -1.09245 -2.16086 0.09
C 10.50138 1.80028 -4.73599 -1.52
H 2.48570 -2.96760 1.53194 0.08
C -3.90221 -2.85262 -2.40693 -0.29
H 2.16719 1.15146 -2.48391 0.08
C 6.57087 2.91251 2.02007 -1.51
H -3.11047 -4.30288 -0.79519 0.14
Cl -8.41826 -0.31366 3.38763 0.48
H 1.32099 2.49726 -1.05161 -0.08
Cl -9.90415 -0.43559 0.89188 0.54
H 0.86751 -2.43834 0.73951 0.06
C -8.39844 0.07836 1.66478 -1.55
Cl -6.96605 -2.95936 2.69798 0.51
Cl 10.51508 2.86476 3.14386 0.52
Cl 10.51589 1.42330 -3.00861 0.53
H 1.30953 -4.26902 0.98626 0.07
H 0.59033 0.21139 -2.71310 0.11
Cl 2.73834 3.85890 -1.87810 0.60
C 5.74617 8.50173 3.08369 -1.53
Cl 3.80713 5.27691 0.42355 0.47
Cl -13.95581 -2.93266 7.64188 0.52
H 2.17506 0.38262 0.04025 0.12
F -7.55558 -1.19547 -2.36730 0.03
Cl 10.77631 3.52682 -4.99859 0.53
H -0.56206 -1.63379 -2.36189 0.10
F -6.27748 -2.31584 -0.48755 0.07
Cl -5.04501 0.86261 3.44753 0.53
Cl 6.86668 4.63828 1.77851 0.47
Cl -2.72701 -4.70030 -4.99309 0.66
Cl 3.00292 3.06355 4.18394 0.51
Cl -11.73179 -4.79934 7.80149 0.52
Cl 6.33183 2.81875 -2.68854 0.54
```

Values from the calculation:
- E: -18454.1913 hartree
- Lowest unoccupied orbital energy: 0.1 eV
- HOMO energy: -8.8919 eV

Below is a cluster of 2 separate species, C9H9N3O2 in total, with properties calculated with ωB97M-V with the def2-TZVPD basis set.

```
23
Properties=species:S:1:pos:R:3:nbo_charge:R:1
H 3.43945 2.25450 0.07026 0.23
C 2.48199 -1.40000 0.38277 0.01
N -2.10702 -0.02963 -1.26296 -0.64
H 2.07333 1.46568 1.92280 0.19
C 2.23495 0.75298 1.03776 0.04
C 3.07777 1.26547 -0.02468 -0.29
N -2.89674 -1.09634 0.73448 -0.60
C 3.35014 0.31879 -1.00353 -0.13
C -3.16499 0.15683 1.27311 0.05
H -3.40254 2.21143 0.97671 0.25
C -2.11217 1.31608 -0.68049 0.67
C 2.96169 -1.08297 -0.77951 -0.29
C -2.36563 -1.16574 -0.52052 0.77
N 1.79239 -0.55822 1.28813 -0.41
H -1.40297 -0.18477 -1.99119 0.44
H -3.72589 0.08367 2.11242 0.21
H 4.04423 0.52074 -1.83979 0.21
H -3.36498 -1.85388 1.21344 0.43
O -1.62286 2.26703 -1.31479 -0.56
O -2.20682 -2.20015 -1.20094 -0.63
H 3.35353 -1.70361 -1.56469 0.23
H 2.33778 -2.58896 0.43879 0.19
C -2.77464 1.25107 0.73242 -0.38
```

Values from the calculation:
- SMILES string: O=c1cc[nH]c(=O)[nH]1.c1ccncc1
- E: -663.0347 hartree
- Lowest unoccupied orbital energy: 0.5 eV
- HOMO energy: -9.7456 eV

Below is a cluster of 2 separate species, C3H9NOSi in total, with properties calculated with ωB97M-V with the def2-TZVPD basis set.

```
15
Properties=species:S:1:pos:R:3:nbo_charge:R:1
C 1.86692 0.68739 2.03030 -0.37
O 0.00695 1.03676 -2.71209 -0.58
H 0.84026 -1.01958 -0.26909 -0.21
H -1.64570 -2.83039 -0.02032 0.23
H 0.01285 1.59115 2.00466 0.20
H -2.74246 -1.79112 -1.07455 0.27
H -0.44958 1.84415 -2.89476 0.46
H 1.40711 -0.21705 1.50462 0.19
C -1.93491 -1.84974 -0.31967 -1.08
H 1.32682 2.22323 3.27743 0.20
N -0.88836 0.20835 -1.98637 -0.71
Si -0.37091 -0.98569 -0.97130 1.38
H 2.79823 0.60823 2.46799 0.18
C 1.05792 1.69272 2.40452 -0.40
H -2.23146 -1.39102 0.59973 0.24
```

Values from the calculation:
- SMILES string: C/[SiH]=N/O.C=C
- E: -539.0192 hartree
- Lowest unoccupied orbital energy (alpha / beta): 0.0 / 0.0 eV
- HOMO energy (alpha / beta): -8.2400 / -8.2385 eV

Below is an isolated molecule of C6H6ClF3N2, with properties calculated with ωB97M-V with the def2-TZVPD basis set.

```
18
Properties=species:S:1:pos:R:3:nbo_charge:R:1
H 0.49171 -2.30922 -0.59868 0.22
F 2.27628 1.72243 -0.21177 -0.36
F 2.29100 -2.86213 0.29018 -0.34
N -1.53838 -1.36062 -1.11636 -0.65
C 1.40077 0.65367 0.04741 0.28
H 3.03858 -0.70457 0.42817 0.24
C -1.85744 -0.44044 -0.34585 0.32
F -1.70203 0.83358 1.72644 -0.33
C 0.10447 1.09166 0.27506 0.12
Cl -3.53678 0.24629 -0.49207 -0.10
H -2.03813 -1.88903 -1.82293 0.41
C -1.01499 0.15966 0.74182 0.10
N -0.18665 2.41666 0.15412 -0.81
C 1.98141 -0.67893 0.03402 -0.37
H 0.51105 2.87456 -0.37201 0.41
H -0.56399 -0.71268 1.09154 0.22
H -1.15292 2.84575 0.32009 0.42
C 1.49605 -1.88665 -0.14921 0.22
```

Values from the calculation:
- SMILES string: [H]/N=C(\Cl)[C@H](F)/C(N)=C(F)\C=C\F
- E: -1101.4457 hartree
- Lowest unoccupied orbital energy: 0.5 eV
- HOMO energy: -7.9426 eV

Below is a structure of composition C7H11CoNP, with properties calculated with ωB97M-V with the def2-TZVPD basis set.

```
21
Properties=species:S:1:pos:R:3:lowdin_spin:R:1
H 0.00030 1.05446 4.96302 0.05
H 0.89838 -0.50734 4.96452 0.01
C 0.00050 0.01599 4.54767 0.14
H -0.74808 -0.76020 -2.68655 0.01
C -1.20357 1.00291 -1.37491 0.06
C 0.99274 0.33131 -1.77813 0.06
C -0.39121 0.00404 -2.00144 0.08
H -0.61844 2.87652 -0.28511 0.01
H -0.14010 -2.57091 1.59914 0.07
N 0.01002 0.13473 1.86428 0.31
H 1.91489 2.12226 -0.78738 0.01
H -0.89766 -0.50726 4.96407 0.01
C 1.03559 1.53388 -0.99161 0.06
Co 0.02545 0.18326 -0.10525 2.46
C 0.00226 0.03208 3.06068 0.37
H 1.83337 -0.13239 -2.26720 0.01
P -0.05134 -2.08554 0.27158 0.18
H -1.11654 -2.87613 -0.20193 0.02
C -0.32206 1.93510 -0.73453 0.08
H -2.27281 1.11334 -1.48754 0.01
H 1.04830 -2.90081 -0.06217 0.02
```

Values from the calculation:
- Multiplicity: 5
- E: -2051.9490 hartree
- Lowest unoccupied orbital energy (alpha / beta): 1.0 / -0.7 eV
- HOMO energy (alpha / beta): -3.0398 / -9.6052 eV